# 1
{"formula": "C5H14O", "method": "ωB97M-V/def2-TZVPD", "smiles": "CC(C)O.CC", "orbital_gap_ev": 11.224, "energy_ev": -7458.819, "relative_energy_kcal_mol": 22.3, "lumo_ev": 0.89, "elements": ["C", "C", "C", "O", "H", "H", "H", "H", "H", "H", "H", "H", "C", "C", "H", "H", "H", "H", "H", "H"], "positions_angstrom": [[0.65138, 2.27880, -1.53849], [0.47323, 0.83671, -1.96622], [-0.96353, 0.41285, -1.67329], [0.68027, 0.65256, -3.33834], [-0.03273, 2.61445, -0.74243], [0.52190, 2.96587, -2.38532], [1.59481, 2.55662, -1.07873], [1.13265, 0.21219, -1.35785], [-1.60314, 1.22628, -1.97667], [-1.13999, -0.54489, -2.16155], [-1.12159, 0.25258, -0.59321], [1.54848, 0.92951, -3.61334], [-0.02016, -2.52270, 2.58437], [-0.40186, -1.12266, 3.04845], [-0.82221, -3.22661, 2.39301], [0.51000, -2.49251, 1.61734], [0.76968, -2.84016, 3.26127], [-0.46865, -0.41734, 2.21241], [0.12305, -0.62365, 3.85986], [-1.43158, -1.14788, 3.44874]], "forces_ev_per_angstrom": [[0.065, 1.457, 0.473], [-0.464, 0.162, 1.281], [0.667, -0.427, 0.530], [-0.417, -0.407, -0.610], [-0.264, -0.415, -0.405], [-0.177, -0.241, 0.090], [0.629, -0.412, -0.276], [0.237, -0.206, -0.202], [-0.586, -0.110, -0.412], [-0.395, 0.206, -0.208], [0.202, 0.175, -0.329], [0.503, 0.208, 0.084], [1.813, 0.660, -0.566], [-2.214, 0.580, -0.300], [-0.179, -0.023, 0.686], [-0.155, 0.254, 0.194], [-0.368, -0.933, 0.172], [0.160, -0.044, 0.126], [0.736, -0.479, -0.154], [0.207, -0.006, -0.173]], "lowdin_charge": [-0.072, -0.518, -0.056, -0.035, 0.080, 0.086, 0.066, 0.130, 0.076, 0.081, 0.077, 0.086, -0.170, -0.179, 0.061, 0.059, 0.058, 0.048, 0.059, 0.063]}



# 2
{"formula": "C52H58BrErN6S", "method": "ωB97M-V/def2-TZVPD", "orbital_gap_ev": [5.358, 5.357], "multiplicity": 4, "energy_ev": -172307.485, "lumo_ev": [-0.88, -0.88], "elements": ["Er", "C", "C", "C", "C", "C", "C", "C", "N", "C", "C", "C", "C", "C", "C", "C", "C", "C", "C", "N", "C", "C", "C", "N", "C", "C", "C", "C", "C", "C", "C", "C", "C", "C", "C", "C", "C", "C", "N", "C", "C", "H", "H", "H", "H", "H", "H", "H", "H", "H", "H", "H", "H", "H", "H", "H", "H", "H", "H", "H", "H", "H", "H", "H", "H", "H", "H", "H", "H", "H", "H", "H", "H", "H", "H", "H", "H", "H", "H", "H", "H", "H", "H", "H", "H", "C", "C", "C", "C", "C", "Br", "N", "C", "H", "H", "H", "H", "H", "H", "C", "C", "C", "C", "C", "C", "C", "C", "C", "S", "C", "N", "H", "H", "H", "H", "H", "H", "H", "H"], "positions_angstrom": [[4.66855, -20.30670, 9.06474], [8.45467, -18.52130, 13.73129], [9.20826, -19.06099, 12.50721], [8.31126, -19.86935, 11.61185], [8.46902, -21.20071, 11.22379], [9.49716, -22.21218, 11.58962], [9.09138, -23.02348, 12.82707], [7.29158, -21.53492, 10.47833], [6.34339, -20.45004, 10.50628], [6.98853, -19.45559, 11.16259], [6.46254, -18.19369, 11.40473], [5.13027, -17.92931, 11.13184], [4.50439, -16.60289, 11.48664], [5.25939, -15.44475, 12.05550], [6.30153, -14.89672, 11.07157], [3.17911, -16.71090, 11.17761], [2.95185, -18.09435, 10.75094], [1.69053, -18.64835, 10.38067], [1.43972, -19.85480, 9.66837], [2.41037, -20.77693, 9.41506], [1.78087, -21.87305, 8.72556], [2.45426, -22.99337, 8.28360], [3.74074, -23.39890, 8.68807], [4.66937, -22.53814, 9.22030], [5.80394, -23.28320, 9.43404], [7.06267, -22.73719, 9.85192], [5.58204, -24.64113, 9.08146], [4.26682, -24.78164, 8.68626], [3.47168, -25.95351, 8.19391], [2.62698, -26.51912, 9.33680], [6.67210, -25.72720, 9.16563], [6.21569, -27.03243, 9.86406], [0.39733, -21.51862, 8.53453], [0.16223, -20.33107, 9.18537], [-1.14802, -19.60873, 9.41268], [-2.11265, -20.15655, 10.49216], [-0.55528, -22.34711, 7.76606], [-0.11187, -22.37453, 6.24397], [4.20288, -18.77779, 10.62710], [2.17535, -15.59909, 11.34082], [1.29687, -15.87093, 12.59918], [7.86715, -17.64212, 13.55600], [9.06776, -18.22448, 14.49601], [7.83337, -19.27140, 14.12930], [10.07114, -19.70477, 12.71177], [9.49940, -18.15954, 11.92226], [10.40555, -21.68769, 11.76979], [9.63860, -22.84733, 10.69829], [8.64540, -22.41314, 13.65288], [9.90278, -23.55557, 13.37691], [8.26269, -23.81033, 12.61322], [7.11291, -17.40462, 11.83646], [5.84579, -15.79455, 12.88389], [4.48955, -14.75304, 12.40666], [7.26245, -15.46799, 11.15064], [6.60100, -13.87558, 11.30204], [6.02752, -14.87826, 10.02332], [0.87961, -18.02591, 10.65672], [1.87820, -23.75744, 7.72503], [7.91713, -23.43324, 9.74213], [4.18585, -26.72333, 7.80737], [2.83398, -25.69668, 7.32483], [1.69973, -25.99036, 9.47098], [3.14011, -26.54869, 10.31171], [2.42190, -27.59987, 9.19577], [7.52288, -25.19275, 9.69687], [6.95210, -25.99759, 8.10816], [5.91010, -26.86626, 10.87351], [6.92492, -27.87461, 9.86550], [5.33667, -27.49568, 9.35489], [-1.68745, -19.67232, 8.49172], [-0.91819, -18.54349, 9.59412], [-2.34699, -21.21912, 10.42388], [-3.13700, -19.69987, 10.42790], [-1.71669, -20.03221, 11.52176], [-1.62663, -22.12674, 7.86682], [-0.39113, -23.41780, 8.11966], [-0.22855, -21.38669, 5.81940], [-0.71217, -23.07445, 5.66722], [0.95156, -22.62577, 6.03662], [1.40064, -15.56960, 10.53510], [2.67302, -14.61986, 11.33532], [0.97326, -16.95807, 12.61896], [0.34018, -15.32392, 12.70000], [1.81999, -15.62400, 13.53143], [6.37323, -23.14510, 4.49473], [5.58809, -21.95306, 4.96343], [4.73216, -21.18034, 4.09107], [3.90319, -20.18666, 4.57846], [3.96796, -19.92594, 5.96079], [2.94671, -18.50694, 6.75949], [4.81837, -20.51857, 6.78428], [5.68431, -21.48933, 6.25633], [5.85788, -24.04808, 4.95715], [7.43514, -23.07055, 4.64257], [6.15592, -23.20601, 3.38846], [4.76125, -21.30487, 3.00921], [3.28657, -19.52140, 3.94742], [6.39648, -21.90337, 6.98958], [2.96178, -13.81139, 8.11461], [3.85278, -14.24482, 6.96463], [3.78872, -13.61967, 5.68520], [4.46080, -14.24965, 4.66809], [5.34176, -15.28841, 4.93572], [6.18492, -15.83280, 3.97385], [6.78325, -17.04920, 4.20886], [6.69945, -17.66851, 5.44538], [5.97867, -17.12777, 6.51837], [6.18130, -17.79118, 8.08893], [5.26694, -15.92028, 6.25192], [4.54321, -15.32529, 7.27300], [3.59234, -13.46797, 8.96169], [2.32322, -14.66098, 8.49003], [2.34247, -12.92287, 7.85873], [3.29367, -12.65066, 5.53737], [4.28484, -13.98776, 3.62828], [6.36071, -15.43174, 2.95965], [7.35722, -17.58259, 3.47147], [7.14004, -18.68931, 5.55678]], "forces_ev_per_angstrom": [[-0.396, 1.570, 0.122], [-0.087, -0.531, -1.273], [-0.651, 0.792, -1.041], [-0.102, -1.701, 0.015], [-0.593, 1.912, 0.172], [-0.541, -0.250, -0.213], [-1.446, -1.405, 1.254], [-1.568, 0.870, -0.399], [2.450, -1.551, 0.516], [0.799, -0.344, -0.006], [-0.334, 0.277, -0.168], [-0.458, 1.811, 0.732], [-0.089, -1.560, -0.712], [-0.285, -0.386, -0.990], [1.168, 0.360, 0.032], [0.764, 0.227, 0.567], [0.040, -1.401, -1.433], [2.296, 0.199, -0.128], [0.810, -0.771, 0.895], [-0.724, -0.808, -0.825], [0.949, 2.358, 0.169], [-0.484, -0.957, 0.585], [0.442, -0.761, 0.475], [0.413, -1.412, -0.120], [0.404, 0.948, -0.366], [-0.477, -0.915, 0.198], [0.305, -1.654, 0.146], [-0.210, 2.405, -1.245], [0.819, -0.528, -0.050], [0.336, -1.625, 0.410], [-0.122, 0.499, -0.275], [-0.427, -0.611, -0.977], [-0.563, 0.696, 0.623], [-0.158, -0.062, 0.348], [0.153, -0.185, 0.209], [-0.396, 0.190, 0.765], [1.149, -2.331, -1.095], [-0.016, 0.100, 0.365], [-2.081, 1.672, 1.157], [-1.763, -0.605, 0.048], [-0.458, -0.583, 0.663], [-0.404, 0.216, -0.471], [2.053, 0.551, 1.894], [-1.030, -0.956, 0.503], [-0.010, 0.556, 0.353], [0.439, -0.642, 0.247], [0.971, 0.232, 0.179], [0.236, -0.007, 0.541], [0.265, 0.018, -0.924], [-0.215, 0.238, -0.932], [1.427, 1.285, 0.087], [-0.833, -0.841, -0.552], [-0.074, -0.134, 0.881], [0.525, 0.381, -0.018], [-0.915, 0.285, -0.209], [-0.159, 0.192, 0.297], [-0.384, -0.352, -0.153], [-0.857, 0.444, -0.137], [0.274, 0.585, 0.491], [-0.611, 0.658, 0.400], [-0.600, 0.499, 0.324], [0.275, 0.053, 0.497], [-0.383, 0.249, 0.015], [0.104, 0.533, -0.410], [-0.299, 0.543, -0.331], [-0.723, -1.395, -0.749], [0.129, 0.391, 0.986], [-0.144, 0.254, 0.790], [0.319, 0.659, -0.029], [0.503, 0.652, 0.256], [-0.417, 0.250, -0.806], [-0.314, -0.439, -0.039], [0.453, -0.188, -0.411], [1.085, 0.090, 0.078], [-0.230, 0.173, -0.565], [0.472, 0.228, 0.029], [-0.561, 1.103, -0.246], [-0.235, 0.339, -0.166], [-0.184, -0.022, 0.001], [-0.633, 0.007, 0.680], [1.006, -0.130, 0.032], [-0.207, -0.325, 0.185], [0.660, 1.154, 0.095], [0.495, 0.139, -0.639], [0.147, -0.409, -0.161], [-2.247, -0.556, -1.341], [-0.363, 1.622, -0.277], [0.264, -0.289, 0.579], [0.193, 0.487, 0.394], [0.370, 0.240, 0.169], [0.047, -0.743, -0.397], [0.827, -1.286, -2.457], [-1.436, 0.724, 0.922], [1.187, 0.851, -0.459], [0.329, -0.203, 0.350], [0.545, -0.235, 1.023], [0.008, -0.391, 0.236], [0.438, -0.695, 0.344], [-0.427, 0.089, -0.430], [-0.218, 0.860, 0.528], [-0.504, -0.289, 1.068], [0.374, -0.312, 0.054], [-0.566, 1.313, -0.003], [-0.161, -1.588, 1.537], [0.624, -1.045, -1.725], [0.110, 0.170, 0.275], [-0.640, -1.256, 0.598], [0.953, -0.021, -0.884], [-0.241, -0.697, 1.021], [0.038, 1.405, 0.019], [0.091, -0.297, -1.879], [-0.263, -0.385, -0.335], [0.661, 0.904, -0.545], [0.134, -0.714, 0.033], [-0.233, -0.771, 0.057], [0.371, 0.439, 0.084], [-0.563, 0.266, 0.724], [0.174, 0.250, -0.468], [-0.160, 1.087, 0.144]], "lowdin_charge": [1.205, -0.078, -0.151, -0.098, -0.132, -0.196, -0.092, -0.205, -0.012, -0.248, 0.007, -0.267, -0.093, -0.172, -0.079, -0.130, -0.155, 0.051, -0.269, -0.011, -0.204, 0.040, -0.222, -0.028, -0.246, 0.043, -0.139, -0.119, -0.204, -0.098, -0.160, -0.096, -0.162, -0.117, -0.182, -0.094, -0.161, -0.080, -0.034, -0.190, -0.096, 0.053, 0.041, 0.073, 0.107, 0.128, 0.091, 0.109, 0.079, 0.070, 0.098, 0.099, 0.099, 0.104, 0.077, 0.065, 0.061, 0.077, 0.112, 0.102, 0.108, 0.110, 0.061, 0.078, 0.077, 0.099, 0.122, 0.062, 0.071, 0.061, 0.093, 0.106, 0.060, 0.080, 0.076, 0.110, 0.124, 0.064, 0.062, 0.067, 0.108, 0.101, 0.083, 0.068, 0.068, -0.040, -0.244, 0.003, -0.074, -0.672, 0.882, -0.114, -0.044, 0.108, 0.076, 0.090, 0.118, 0.121, 0.130, -0.049, -0.340, -0.022, -0.038, -0.180, -0.068, -0.110, -0.149, -0.714, 0.582, -0.240, 0.137, 0.074, 0.078, 0.073, 0.110, 0.116, 0.114, 0.094, 0.103]}